The following is a DFT calculation (ωB97M-V with the def2-TZVPD basis set) of a molecular structure, C5H4NOS5Se3TeW.

- HOMO (spin up / spin down) (eV) = -7.15 / -7.35
- multiplicity = 2
- gap between HOMO and LUMO (spin up / spin down) (eV) = 5.75 / 5.12
- molecular weight (g mol⁻¹) = 802.75
- energy relative to the best compared isomer or geometry (same formula, charge and spin) (kcal per mole) = 2.9

Last column: Mulliken charge in e.
Cartesian coordinates (Å):
W: 1.792 -0.411 0.237  0.376
O: 0.176 1.015 0.309  -0.457
N: -1.095 0.616 0.328  0.279
C: -1.997 1.474 0.844  -0.186
C: -3.329 1.163 0.828  -0.708
C: -3.731 -0.052 0.270  -0.127
C: -2.786 -0.912 -0.239  -0.788
C: -1.432 -0.570 -0.203  0.655
S: -0.150 -1.550 -0.820  -0.162
H: -1.572 2.383 1.241  0.450
H: -4.040 1.858 1.247  0.407
H: -4.779 -0.320 0.245  0.388
H: -3.057 -1.866 -0.670  0.406
S: 1.461 -1.014 2.235  -0.108
S: 2.738 1.852 0.756  -0.211
S: 2.605 2.474 -1.186  0.074
S: 2.203 0.675 -2.063  -0.027
Se: 4.397 -0.137 0.464  0.156
Se: 5.832 -1.733 -0.586  -0.251
Te: 4.269 -2.224 -2.448  0.092
Se: 2.493 -2.722 -0.788  -0.260